No. 1
Below is a structure of composition C11H10BrNTi in a non-equilibrium geometry, with properties calculated with ωB97M-V/def2-TZVPD.

Each line ends with the Mulliken charge.
CARTESIAN COORDINATES (ANGSTROEM)
C -1.622135 -0.709847 0.018056  -0.398
C -1.026667 -1.104701 1.298071  -0.563
C -1.064224 0.061279 2.175928  -0.713
H -0.753787 -2.099303 1.592369  0.681
C -1.785949 1.091037 1.448266  -0.495
C -2.044396 0.675568 0.131291  -0.302
H -2.738335 1.145543 -0.602730  0.409
H -1.832438 -1.403297 -0.815612  0.507
H -0.794571 -0.100983 3.227451  0.570
H -2.072311 2.077126 1.788530  0.424
Ti 0.296751 0.016433 0.472388  0.250
Br 1.224338 -2.568106 0.925248  -0.567
C 2.008940 0.660057 -1.106570  -0.996
C 0.992165 1.473007 -1.692345  -0.248
C 0.000841 0.598929 -2.257732  -0.239
H 0.987066 2.577653 -1.757983  0.382
C 0.419938 -0.738303 -2.023297  -0.741
C 1.706112 -0.696835 -1.411076  -0.499
H 2.377986 -1.542132 -1.253111  0.596
H 2.877356 1.007122 -0.530799  0.524
H -0.889738 0.918106 -2.836290  0.412
H -0.146551 -1.646506 -2.273020  0.426
N 2.332468 0.077753 3.183953  -0.699
C 1.547141 0.230398 2.299015  0.277

Atomic forces in eV per Å
-1.229 -0.749 1.416
-5.023 -0.329 1.492
-2.061 -1.205 -0.657
-0.606 0.276 0.194
0.870 -0.425 0.152
-0.668 -1.520 0.162
1.212 -0.025 0.609
0.306 0.717 0.712
-0.127 0.878 -0.693
0.333 0.032 0.217
4.004 2.252 -2.611
1.537 -1.079 -0.452
0.401 -0.078 -0.131
-0.963 -0.047 -0.508
0.736 1.071 0.268
-0.090 -0.866 0.266
0.650 -0.042 -0.064
0.134 0.176 -0.394
-0.586 0.424 0.222
-0.320 -0.164 -0.594
0.617 -0.265 0.730
0.534 0.535 0.009
-2.553 0.810 -2.572
2.892 -0.377 2.230

Properties
net charge: -1
frontier orbital gap (alpha / beta): 0.22192 / 0.27105 Ha
2S+1: 2
E: -3903.395515 Ha



No. 2
Below is a structure of composition C11H10Cl5MnO2Se2, with properties calculated with ωB97M-V/def2-TZVPD.

Each line ends with the Mulliken charge.
CARTESIAN COORDINATES (ANGSTROEM)
Mn -0.553361 0.540898 -0.223889  0.008
O 0.261075 -1.527251 -1.143953  -0.417
C 0.922280 -2.413735 -0.222811  -1.254
C 0.291085 -2.380415 1.165070  2.198
C 0.756040 -3.702136 1.811288  -1.199
O 0.379088 -3.846748 3.174517  -0.543
C -1.248797 -2.451181 1.092084  -1.447
Se -2.333517 -0.835925 0.817795  -0.448
C 0.840235 -1.225619 2.046577  -1.681
Se 1.534244 0.412438 1.189702  -0.491
H 0.890283 -1.303995 -1.840506  0.304
H 1.976605 -2.136901 -0.151755  0.443
H 0.840733 -3.428387 -0.631882  0.400
H 1.848051 -3.787231 1.715049  0.416
H 0.305600 -4.549880 1.289515  0.439
H 0.628776 -3.031270 3.624386  0.396
H -1.591576 -2.867441 2.038818  0.517
H -1.503643 -3.176061 0.314424  0.370
H 1.696295 -1.602841 2.615958  0.551
H 0.062188 -0.933904 2.753297  0.483
Cl -1.569123 3.780009 1.144257  -0.214
C -1.014389 3.767155 -0.515718  1.387
C -0.755371 2.546528 -1.110824  -1.687
C -0.320050 2.608700 -2.416351  1.635
Cl 0.018480 1.063498 -3.215001  -0.271
C -0.132307 3.781251 -3.139220  -0.652
Cl 0.419048 3.767071 -4.776230  -0.200
C -0.406749 4.986135 -2.497506  0.761
Cl -0.196776 6.478483 -3.343386  -0.206
C -0.852432 4.983343 -1.175404  -0.406
Cl -1.192018 6.485408 -0.388304  -0.197

Atomic forces in eV per Å
-0.012 0.185 0.168
-0.005 0.078 -0.036
-0.028 0.042 -0.145
0.046 0.074 -0.002
-0.017 -0.083 0.086
0.049 0.055 -0.091
0.171 -0.212 0.061
-0.096 0.097 0.037
-0.103 -0.188 0.058
-0.009 0.016 -0.024
-0.043 0.046 0.099
0.002 0.002 0.041
0.008 -0.009 0.014
0.005 0.017 -0.025
-0.011 0.011 0.003
-0.025 -0.022 0.029
-0.019 0.002 -0.004
-0.048 0.053 -0.024
-0.004 0.016 0.009
0.018 0.068 -0.019
0.067 -0.034 -0.171
-0.110 0.128 0.215
0.171 -0.427 -0.006
0.051 -0.105 -0.272
-0.006 0.195 -0.032
-0.042 -0.010 0.062
-0.004 0.001 0.018
0.011 0.044 -0.045
-0.004 -0.015 0.017
-0.018 0.016 -0.003
0.007 -0.043 -0.017

Properties
net charge: -1
frontier orbital gap (alpha / beta): 0.24514 / 0.25865 Ha
2S+1: 6
E: -8830.576673 Ha



No. 3
Below is the molecule C11H10F2 in a non-equilibrium geometry, with properties calculated with ωB97M-V/def2-TZVPD.

Each line ends with the Mulliken charge.
CARTESIAN COORDINATES (ANGSTROEM)
C -1.581585 -0.336405 2.792739  -1.531
C -0.776533 -0.198254 1.537933  1.071
C -1.204422 -0.611010 0.341788  -1.178
C -0.344528 -0.539856 -0.890246  0.637
C -0.716268 0.691994 -1.746788  -0.596
C 0.237461 1.279369 -2.741436  -0.415
C -0.012099 2.020683 -1.702638  -0.478
C 1.101780 -0.568469 -0.484720  -0.382
C 1.979923 -1.349957 -1.106205  0.713
F 1.730410 -2.108590 -2.173642  -0.252
F 3.281225 -1.418162 -0.811886  -0.257
C 1.470497 0.185906 0.701891  -1.129
C 0.555726 0.370395 1.661143  -0.283
H -0.992217 -0.858503 3.546340  0.360
H -1.848384 0.639314 3.195267  0.329
H -2.490516 -0.902298 2.608789  0.358
H -2.199305 -1.010488 0.212389  0.344
H -0.553133 -1.416796 -1.514496  0.484
H -1.779013 0.674170 -1.986811  0.466
H 0.732658 1.120779 -3.667705  0.444
H 0.121091 2.910824 -1.141679  0.434
H 2.489868 0.525241 0.800014  0.434
H 0.797364 0.900112 2.569960  0.425

Atomic forces in eV per Å
-0.019 0.034 -0.131
-0.449 -0.207 -0.209
0.054 -0.034 0.108
0.018 0.148 -0.219
0.109 -0.135 -0.009
-0.370 0.446 0.961
-0.043 -1.153 -0.675
0.115 -0.641 -0.386
0.291 0.439 -0.294
0.029 0.221 0.424
-0.518 -0.062 -0.042
0.144 0.064 0.283
0.437 0.071 -0.252
-0.030 -0.027 0.109
-0.036 0.095 0.106
-0.101 -0.008 0.035
-0.178 -0.076 0.103
0.001 0.087 0.089
-0.070 0.065 -0.026
0.255 0.017 -0.421
0.139 0.466 0.232
0.094 0.099 0.110
0.127 0.089 0.105

Properties
frontier orbital gap: 0.32152 Ha
E: -624.752259 Ha
SMILES: CC1=C[C@@H](C2C=C2)C(=C(F)F)C=C1



No. 4
Below is the molecule C11H10FNO in a non-equilibrium geometry, with properties calculated with ωB97M-V/def2-TZVPD.

Each line ends with the Mulliken charge.
CARTESIAN COORDINATES (ANGSTROEM)
C 3.516075 -0.194379 0.087386  -0.601
C 2.940829 0.942969 0.673688  -0.510
C 2.775499 -1.073178 -0.708753  -0.559
C 1.623284 1.271018 0.544206  -0.441
C 0.356346 -1.554186 -1.376556  -0.829
C 1.395648 -0.862636 -0.794090  1.012
C 0.840861 0.279484 -0.120758  0.229
C -0.782327 -0.891283 -1.134193  -0.237
C -1.288626 1.041954 0.466065  -0.579
C -2.600654 0.437071 0.850919  -0.570
C -4.293270 -0.522533 -0.517788  0.253
N -0.494566 0.265665 -0.414231  0.156
O -3.521818 0.455610 -0.183407  -0.318
F -4.235523 -1.480530 0.467515  -0.236
H 4.524549 -0.365444 0.469258  0.327
H 3.468736 1.613742 1.303126  0.389
H 3.330515 -1.952084 -1.160759  0.290
H 1.167614 2.154157 1.113692  0.230
H 0.566677 -2.359133 -2.132864  0.320
H -1.546476 2.015921 0.003983  0.289
H -0.567410 1.315266 1.251513  0.410
H -2.460862 -0.595216 1.153741  0.419
H -2.979089 1.064844 1.844183  0.255
H -1.736012 -1.007092 -1.685871  0.301

Atomic forces in eV per Å
0.010 0.028 0.456
-0.416 0.063 -0.098
1.645 -0.549 0.488
-2.044 -0.504 0.473
0.173 -2.203 -2.486
1.946 1.818 1.684
1.159 -0.021 -1.287
-1.705 0.807 -0.970
-0.776 2.049 -0.710
0.315 0.402 4.043
0.524 -2.149 2.375
0.446 -0.804 0.105
0.124 3.382 -1.811
-1.388 -0.584 -1.324
-0.040 -0.358 -0.907
1.059 0.232 0.338
-1.068 1.056 0.509
0.815 -1.325 -1.158
-0.764 0.752 1.109
0.143 -0.216 -0.046
-1.295 -0.316 0.545
0.094 -0.023 0.300
0.491 -1.540 -2.593
0.553 0.002 0.967

Properties
frontier orbital gap (alpha / beta): 0.30009 / 0.21919 Ha
2S+1: 3
E: -654.786316 Ha



- The lowest E belongs to which entry?
  C11H10Cl5MnO2Se2